Molecular formula: C6H24O6
Method: DFT, ωB97M-V with the def2-TZVPD basis set

Output
LUMO energy   0.056 eV
Kohn-Sham gap   9.495 eV
Net charge   0
Molar mass   192.25 g mol⁻¹
Structure (SMILES)   CCO.CCO.CCO.O.O.O
Energy above the lowest of the compared OMol25 structures with the same formula, charge and spin   143.0 kJ/mol

Each atom is followed by the atoms it is bonded to, with distances in Å.
Positions of all 36 atoms, in Å:
1 O -0.98 1.63 -2.25  H16 0.957, H31 0.957
2 O -1.08 2.90 0.21  H29 0.957, H33 0.957
3 O -2.37 -0.79 1.32  C8 1.412, H30 0.960
4 O -0.44 -0.58 -0.82  H25 0.957, H28 0.957
5 O 0.36 0.99 1.69  C12 1.407, H13 0.960
6 O 1.66 -2.14 -0.21  C10 1.436, H34 0.960
7 C -4.46 -0.71 0.17  C8 1.558, H14 1.090, H15 1.090, H24 1.090
8 C -3.39 0.11 0.95  O3 1.412, C7 1.558, H23 1.090, H26 1.090
9 C 2.48 2.02 1.73  C12 1.496, H19 1.090, H27 1.090, H35 1.090
10 C 2.55 -1.81 -1.28  O6 1.436, C11 1.507, H18 1.090, H20 1.090
11 C 3.72 -2.75 -1.24  C10 1.507, H17 1.090, H21 1.090, H32 1.090
12 C 1.64 0.95 1.10  O5 1.407, C9 1.496, H22 1.090, H36 1.090
13 H -0.06 0.13 1.58  O5 0.960
14 H -4.90 -1.47 0.82  C7 1.090
15 H -5.27 -0.04 -0.12  C7 1.090
16 H -1.69 1.29 -2.80  O1 0.957
17 H 3.50 -3.82 -1.25  C11 1.090
18 H 3.00 -0.86 -1.00  C10 1.090
19 H 2.02 3.00 1.59  C9 1.090
20 H 2.07 -1.82 -2.26  C10 1.090
21 H 4.42 -2.57 -0.42  C11 1.090
22 H 2.16 0.05 1.43  C12 1.090
23 H -3.86 0.56 1.83  C8 1.090
24 H -4.08 -1.07 -0.79  C7 1.090
25 H -1.14 -0.66 -0.17  O4 0.957
26 H -3.03 0.96 0.37  C8 1.090
27 H 2.68 1.79 2.78  C9 1.090
28 H -0.67 0.19 -1.33  O4 0.957
29 H -1.21 2.36 -0.57  O2 0.957
30 H -2.73 -1.41 1.96  O3 0.960
31 H -0.69 2.42 -2.70  O1 0.957
32 H 4.41 -2.56 -2.05  C11 1.090
33 H -0.67 2.31 0.84  O2 0.957
34 H 0.85 -1.64 -0.35  O6 0.960
35 H 3.46 2.07 1.24  C9 1.090
36 H 1.74 0.94 0.02  C12 1.090

Atomic partial charges in e from the Löwdin method, atoms 1 to 5:
1 O -0.0285
2 O -0.0623
3 O -0.0920
4 O -0.0291
5 O -0.0757